Record 1
Density functional theory data (ωB97M-V with the def2-TZVPD basis set) for a 2-piece molecular cluster, C4H10N2O overall at a distorted geometry.

For the highest occupied orbital energy, the calculation gives -8.52 eV. As for the structure (SMILES): [H]/N=N/C.C/C=C/O. For the energy relative to the best compared isomer or geometry (same formula, charge and spin), the calculation gives 421.4 kJ/mol. The LUMO energy comes out at 0.824 eV.

Geometry as ORCA input:
```
! RIJCOSX wB97M-V def2-TZVPD def2/J DEFGRID3
* xyz 0 1
C 1.3181 1.0531 -0.0197
C 0.2867 1.4913 -0.9842
C 0.0351 -2.0935 0.1877
C -0.9853 1.2289 -0.6539
N -0.6331 -1.1707 1.1195
N -0.0689 -1.1240 2.2157
O -2.1203 1.3213 -1.3917
H 0.7870 0.3936 0.7620
H 1.9309 1.8475 0.3892
H 0.6807 1.5193 -2.0094
H -0.1065 -1.7442 -0.8102
H 1.0943 -2.1942 0.5851
H -0.4207 -3.0465 0.3420
H -1.2513 1.1652 0.3332
H 2.0112 0.4970 -0.5784
H -0.6898 -0.5860 2.8072
H -1.8680 1.4420 -2.2941
*
```

=====

Record 2
Density functional theory data (ωB97M-V with the def2-TZVPD basis set) for one molecule with the formula C4H10N2O at a distorted geometry.

For the highest occupied orbital energy, the calculation gives -8.97 eV. As for the structure (SMILES): CN[C@@H](C)C(N)=O. For the energy relative to the best compared isomer or geometry (same formula, charge and spin), the calculation gives 185.0 kJ/mol. The LUMO energy comes out at 0.870 eV.

Geometry as ORCA input:
```
! RIJCOSX wB97M-V def2-TZVPD def2/J DEFGRID3
* xyz 0 1
C 0.3065 0.5246 2.3298
N 0.2424 0.9539 0.9254
C -1.3352 -0.5717 -0.3911
C 0.1227 -0.1152 -0.0818
C 0.9401 0.2422 -1.3347
N 0.8964 -0.6769 -2.3441
O 1.2881 1.3899 -1.5378
H 1.2984 0.5754 2.7788
H -0.1849 -0.4509 2.5028
H -0.2954 1.2035 2.9351
H -0.6261 1.4730 0.9119
H -1.9568 0.0444 0.2623
H -1.6476 -0.3719 -1.4127
H -1.3184 -1.6063 -0.0671
H 0.7296 -0.9579 0.2973
H 1.4972 -0.5291 -3.1423
H 0.0430 -1.1269 -2.6316
*
```

=====

Record 3
Density functional theory data (ωB97M-V with the def2-TZVPD basis set) for one molecule with the formula C4H10N2O at a distorted geometry.

For the highest occupied orbital energy, the calculation gives -7.63 eV. As for the structure (SMILES): C/C=C\NOCN. For the energy relative to the best compared isomer or geometry (same formula, charge and spin), the calculation gives 400.2 kJ/mol. The LUMO energy comes out at 1.051 eV.

Geometry as ORCA input:
```
! RIJCOSX wB97M-V def2-TZVPD def2/J DEFGRID3
* xyz 0 1
C 2.5529 -0.6347 -0.3030
C -2.7158 1.4313 -0.1136
N 0.0785 0.2973 -0.0578
N 3.3195 -1.1088 0.7536
C -1.0594 -0.4626 -0.2456
C -2.3012 0.0137 -0.3660
O 1.1633 -0.3202 0.5532
H -0.0606 1.2458 0.2723
H 3.1647 -2.0982 0.9163
H 3.0119 -0.6202 1.6077
H 2.3966 -1.3653 -1.1009
H 2.8412 0.3692 -0.6217
H -0.8392 -1.5080 -0.4131
H -3.0654 -0.6563 -0.7305
H -3.7805 1.4844 0.0950
H -2.1873 1.8672 0.7349
H -2.5192 2.0654 -0.9807
*
```

=====

Record 4
Density functional theory data (ωB97M-V with the def2-TZVPD basis set) for a 2-piece molecular cluster, C4H10N2O overall at a distorted geometry.

For the highest occupied orbital energy, the calculation gives -9.11 eV. For the energy relative to the best compared isomer or geometry (same formula, charge and spin), the calculation gives 1153.0 kJ/mol. The LUMO energy comes out at -1.672 eV.

Geometry as ORCA input:
```
! RIJCOSX wB97M-V def2-TZVPD def2/J DEFGRID3
* xyz 0 1
C -2.0390 -0.6633 -0.3997
C -0.5405 -0.0417 -0.2235
C -1.0228 1.2760 0.2813
C 1.3001 -0.9635 0.5445
H -2.6247 -0.4999 0.4380
H -2.1212 -1.7345 -0.7953
H -2.3084 -0.2198 -1.4870
H 0.0789 -0.0640 -1.0421
H -2.1056 1.6406 -0.0984
H -1.4220 1.1725 1.2750
H -0.4241 2.4360 0.3328
H 1.6698 -1.8757 0.8809
H 3.2598 -1.3188 -0.4296
H 3.5631 1.4110 0.8734
N 0.0040 -0.8502 0.6180
N 2.2398 -0.6551 -0.4136
O 2.4930 0.9502 -0.3548
*
```

=====

Record 5
Density functional theory data (ωB97M-V with the def2-TZVPD basis set) for one molecule with the formula C4H10N2O at a distorted geometry.

For the highest occupied orbital energy, the calculation gives -9.58 eV. As for the structure (SMILES): NCCCC(N)=O. For the energy relative to the best compared isomer or geometry (same formula, charge and spin), the calculation gives 108.1 kJ/mol. The LUMO energy comes out at 0.774 eV.

Geometry as ORCA input:
```
! RIJCOSX wB97M-V def2-TZVPD def2/J DEFGRID3
* xyz 0 1
C -0.5780 1.0553 -1.5172
C 0.4439 0.8890 -0.3718
C 0.6142 -0.5916 0.0435
C -0.0296 -1.1097 1.2980
N 0.2627 -0.3532 2.4374
O -0.7051 -2.1011 1.3782
N -0.0758 1.7165 -2.7402
H -1.0300 0.1092 -1.8261
H -1.4392 1.6470 -1.1889
H 0.0784 1.5200 0.4364
H 1.4332 1.2236 -0.6390
H 1.6573 -0.8735 0.1526
H 0.3206 -1.2269 -0.7963
H -0.5225 -0.2193 3.0515
H 0.9469 0.3850 2.3962
H 0.6452 1.1227 -3.1367
H 0.3928 2.5669 -2.4455
*
```

=====

Record 6
Density functional theory data (ωB97M-V with the def2-TZVPD basis set) for one molecule with the formula C4H10N2O at a distorted geometry.

For the highest occupied orbital energy, the calculation gives -9.00 eV. As for the structure (SMILES): CN(C)C(=O)CN. For the energy relative to the best compared isomer or geometry (same formula, charge and spin), the calculation gives 220.2 kJ/mol. The LUMO energy comes out at 0.859 eV.

Geometry as ORCA input:
```
! RIJCOSX wB97M-V def2-TZVPD def2/J DEFGRID3
* xyz 0 1
N -1.3898 -0.9801 1.8151
C -1.3086 -0.8825 0.3133
C 0.1126 -0.6075 -0.3017
N 0.4771 0.6891 -0.4794
C 1.6876 1.0840 -1.2147
C -0.3108 1.7937 0.2936
O 0.9204 -1.4981 -0.6768
H -0.7389 -1.6078 2.3277
H -2.3717 -0.9388 2.1902
H -1.8725 -0.0340 -0.0022
H -1.5717 -1.8359 -0.2350
H 2.4022 0.3735 -1.4166
H 1.4873 1.6570 -2.1221
H 2.0437 1.8486 -0.4636
H -0.5508 1.4842 1.3016
H -1.2669 2.0240 -0.2603
H 0.3807 2.7254 0.2022
*
```

=====

Record 7
Density functional theory data (ωB97M-V with the def2-TZVPD basis set) for one molecule with the formula C4H10N2O at a distorted geometry.

For the highest occupied orbital energy, the calculation gives -8.82 eV. As for the structure (SMILES): CN[C@@H](C)C(N)=O. For the energy relative to the best compared isomer or geometry (same formula, charge and spin), the calculation gives 149.9 kJ/mol. The LUMO energy comes out at 0.786 eV.

Geometry as ORCA input:
```
! RIJCOSX wB97M-V def2-TZVPD def2/J DEFGRID3
* xyz 0 1
C -0.9578 1.2501 -0.9509
N 0.4981 0.9559 -0.5291
C 0.1552 0.3960 1.8679
C 0.7099 -0.0879 0.5330
C -0.0298 -1.3065 0.0085
N 0.1764 -1.6768 -1.3280
O -0.7279 -1.9748 0.7363
H -1.4925 0.5821 -1.6303
H -0.9252 2.2847 -1.2984
H -1.4845 1.3512 -0.0049
H 0.9482 0.8478 -1.4465
H -0.9185 0.5454 1.8518
H 0.4083 -0.4272 2.5657
H 0.6676 1.2898 2.2050
H 1.7988 -0.1112 0.5556
H 0.2130 -2.7150 -1.3736
H 0.9608 -1.2036 -1.7621
*
```

=====

Record 8
Density functional theory data (ωB97M-V with the def2-TZVPD basis set) for C4H10N2O as an isolated structure at a distorted geometry.

For the highest occupied orbital energy, the calculation gives -6.46 eV. For the energy relative to the best compared isomer or geometry (same formula, charge and spin), the calculation gives 515.9 kJ/mol. The LUMO energy comes out at 0.370 eV.

Geometry as ORCA input:
```
! RIJCOSX wB97M-V def2-TZVPD def2/J DEFGRID3
* xyz 0 1
C -1.8202 -1.1256 -0.2702
C -0.6426 0.4935 0.9887
N -3.0359 -0.5060 -0.3859
O -1.1399 -1.3771 -1.3202
H 0.0134 -0.8716 -1.1194
H -1.7395 -1.7846 0.5964
H -3.1109 0.1554 -1.1478
H -3.4711 -0.2003 0.4721
H -1.0248 1.3251 0.3965
H 0.2996 0.7329 1.4797
H -1.3397 0.2322 1.7874
C 3.2624 0.6586 -0.1136
C 2.1033 0.0104 -0.7157
N 0.9643 -0.2431 -0.7481
H 3.0405 0.9542 0.9160
H 3.5138 1.5502 -0.6913
H 4.1275 -0.0043 -0.1244
*
```